DFT (the ωB97M-V functional and the def2-TZVPD basis) results for C61H28AuCl5F15GeNOP2S2 as an isolated structure.

Structure (XYZ):
```
117
Properties=species:S:1:pos:R:3
Au -0.03 0.14 0.33
O 2.54 -0.56 2.47
C 3.76 -0.67 1.85
C 4.88 -1.23 2.46
C 6.07 -1.29 1.77
C 6.17 -0.83 0.46
C 5.03 -0.38 -0.18
C 3.81 -0.30 0.51
P 2.32 -0.06 -0.50
C 2.64 1.33 -1.64
C 1.80 1.48 -2.74
C 1.94 2.57 -3.57
C 2.91 3.54 -3.30
C 3.74 3.39 -2.20
C 3.61 2.29 -1.37
C 2.51 -1.55 -1.55
C 2.36 -2.77 -0.90
C 2.51 -3.96 -1.59
C 2.83 -3.93 -2.94
C 3.01 -2.72 -3.59
C 2.85 -1.53 -2.89
C 2.38 -0.04 3.75
C 3.42 0.19 4.65
C 3.14 0.64 5.93
C 1.84 0.87 6.33
C 0.82 0.70 5.41
C 1.08 0.27 4.11
P -0.33 0.11 2.97
C -1.16 -1.39 3.58
C -2.36 -1.82 3.02
C -2.98 -2.97 3.47
C -2.38 -3.75 4.46
C -1.16 -3.36 4.98
C -0.55 -2.19 4.55
C -1.37 1.55 3.46
C -2.76 1.46 3.53
C -3.52 2.59 3.77
C -2.92 3.82 3.95
C -1.54 3.92 3.92
C -0.77 2.79 3.67
H 4.81 -1.65 3.44
H 6.94 -1.72 2.25
H 7.10 -0.88 -0.07
H 5.06 -0.11 -1.23
H 1.02 0.76 -2.93
H 1.29 2.68 -4.43
H 3.01 4.40 -3.94
H 4.49 4.14 -1.98
H 4.25 2.19 -0.50
H 2.14 -2.81 0.16
H 2.38 -4.90 -1.07
H 2.94 -4.86 -3.49
H 3.29 -2.70 -4.63
H 2.99 -0.59 -3.42
H 4.45 0.06 4.37
H 3.96 0.79 6.62
H 1.61 1.19 7.34
H -0.20 0.92 5.70
H -2.80 -1.26 2.21
H -3.92 -3.28 3.03
H -2.86 -4.65 4.80
H -0.66 -3.98 5.72
H 0.41 -1.92 4.97
H -3.25 0.50 3.42
H -4.60 2.51 3.82
H -3.52 4.71 4.12
H -1.05 4.87 4.08
H 0.31 2.88 3.68
Cl -1.35 1.82 -2.15
C -0.55 2.78 -0.95
C 0.19 2.19 0.09
C 1.04 3.02 0.80
Cl 2.18 2.33 1.90
C 1.07 4.40 0.61
Cl 2.12 5.40 1.54
C 0.24 4.98 -0.35
Cl 0.23 6.69 -0.57
C -0.54 4.16 -1.16
Cl -1.46 4.85 -2.44
S -0.70 -2.12 -0.06
C 0.03 -3.08 1.14
N 0.54 -3.76 1.92
F -4.34 3.17 -0.91
C -4.79 2.50 -1.98
C -5.15 1.16 -1.89
C -5.58 0.57 -3.06
F -5.95 -0.72 -3.09
C -5.66 1.25 -4.26
F -6.08 0.64 -5.37
C -5.29 2.58 -4.31
F -5.36 3.25 -5.46
C -4.85 3.22 -3.16
F -4.50 4.50 -3.22
Ge -4.76 0.21 -0.21
S -2.72 0.56 0.30
C -5.31 -1.67 -0.45
C -6.54 -2.16 -0.05
F -7.49 -1.33 0.41
C -6.88 -3.50 -0.11
F -8.08 -3.92 0.30
C -5.96 -4.41 -0.60
F -6.26 -5.70 -0.66
C -4.73 -3.96 -1.05
F -3.86 -4.83 -1.57
C -4.44 -2.61 -0.98
F -3.26 -2.24 -1.49
C -5.89 0.89 1.25
C -5.89 0.21 2.45
F -5.15 -0.90 2.60
C -6.63 0.60 3.55
F -6.59 -0.08 4.70
C -7.42 1.73 3.45
F -8.16 2.13 4.49
C -7.46 2.43 2.26
F -8.24 3.51 2.16
C -6.70 2.00 1.18
F -6.82 2.72 0.06
```

Values from the calculation:
LUMO (spin up / spin down)	-2.3814 / -2.3819	eV
E_tot	-9961.9251	hartree
HOMO level (spin up / spin down)	-8.1032 / -8.1029	eV


DFT (the ωB97M-V functional and the def2-TZVPD basis) results for C61H42F5N3O3P2RbS2 as an isolated structure.

Structure (XYZ):
```
119
Properties=species:S:1:pos:R:3
Rb 1.00 1.46 0.61
O -1.42 -1.74 0.86
S -0.02 -1.66 0.35
C 0.13 -3.13 -0.69
C -0.55 -4.23 -0.26
C -0.39 -5.50 -0.85
C 0.52 -5.62 -1.87
C 1.00 -6.82 -2.64
C 1.99 -6.25 -3.70
C 2.08 -4.78 -3.37
C 2.83 -3.76 -3.90
C 2.60 -2.44 -3.44
C 1.69 -2.12 -2.46
P 1.21 -0.37 -2.09
C -0.55 -0.50 -2.67
C -1.46 0.33 -2.03
C -2.81 0.30 -2.33
C -3.27 -0.59 -3.29
C -2.38 -1.44 -3.94
C -1.03 -1.39 -3.64
C 2.04 0.43 -3.52
C 3.38 0.76 -3.33
C 4.09 1.43 -4.32
C 3.46 1.80 -5.50
C 2.12 1.48 -5.69
C 1.42 0.79 -4.71
C 1.00 -3.19 -1.80
C 1.19 -4.48 -2.33
C 0.97 -2.36 1.72
C 2.08 -3.12 1.44
C 2.74 -3.89 2.42
C 2.23 -3.89 3.69
C 2.64 -4.65 4.93
C 1.70 -4.11 6.05
C 0.82 -3.09 5.36
C -0.14 -2.25 5.84
C -0.72 -1.33 4.94
C -0.43 -1.27 3.59
P -1.04 0.15 2.60
C -0.82 1.45 3.89
C 0.49 1.72 4.27
C 0.79 2.79 5.11
C -0.23 3.58 5.60
C -1.55 3.31 5.25
C -1.84 2.26 4.39
C -2.87 0.01 2.59
C -3.63 -0.88 3.35
C -5.02 -0.86 3.25
C -5.65 0.04 2.40
C -4.89 0.92 1.64
C -3.51 0.89 1.73
C 0.51 -2.20 3.06
C 1.15 -3.04 3.99
H -1.22 -4.11 0.59
H -0.94 -6.35 -0.46
H 0.17 -7.36 -3.11
H 1.50 -7.53 -1.98
H 1.60 -6.38 -4.71
H 2.96 -6.74 -3.66
H 3.56 -3.94 -4.68
H 3.16 -1.65 -3.92
H -1.09 1.04 -1.29
H -3.49 0.96 -1.82
H -4.33 -0.64 -3.52
H -2.74 -2.14 -4.68
H -0.34 -2.05 -4.15
H 3.86 0.49 -2.40
H 5.13 1.68 -4.16
H 4.01 2.33 -6.27
H 1.61 1.78 -6.60
H 0.37 0.55 -4.88
H 2.45 -3.17 0.43
H 3.61 -4.46 2.14
H 3.69 -4.49 5.17
H 2.50 -5.72 4.78
H 2.27 -3.64 6.85
H 1.11 -4.90 6.49
H -0.42 -2.23 6.88
H -1.39 -0.58 5.35
H 1.30 1.08 3.91
H 1.82 3.00 5.37
H 0.00 4.43 6.24
H -2.35 3.94 5.63
H -2.87 2.08 4.11
H -3.16 -1.59 4.00
H -5.61 -1.55 3.84
H -6.73 0.05 2.32
H -5.37 1.63 0.98
H -2.91 1.57 1.13
S 5.25 -2.09 -0.04
C 4.04 -1.00 -0.02
N 3.14 -0.25 -0.02
N -1.22 6.08 -5.37
C -0.86 4.76 -5.37
O -1.24 3.99 -6.23
C 0.05 4.38 -4.25
C 1.25 5.05 -4.04
C 2.08 4.64 -3.02
C 1.68 3.56 -2.24
N 0.54 2.92 -2.43
C -0.26 3.31 -3.41
H -1.88 6.40 -6.05
H -1.04 6.66 -4.56
H 1.53 5.88 -4.69
H 3.02 5.13 -2.82
H 2.30 3.21 -1.42
H -1.18 2.76 -3.54
F -3.52 6.47 3.77
C -2.72 5.76 2.94
C -3.24 5.03 1.89
F -4.57 5.03 1.68
C -2.42 4.31 1.05
F -2.98 3.63 0.02
C -1.01 4.23 1.21
O -0.25 3.56 0.45
C -0.53 5.00 2.30
F 0.80 5.00 2.53
C -1.34 5.75 3.12
F -0.82 6.47 4.13
```

Values from the calculation:
LUMO	2.0399	eV
E_tot	-4742.3557	hartree
HOMO level	-4.8121	eV
net charge	-1


DFT (the ωB97M-V functional and the def2-TZVPD basis) results for C61H43Cl6N3O2P2SiTi as an isolated structure.

Structure (XYZ):
```
119
Properties=species:S:1:pos:R:3
Ti -0.38 0.01 -0.85
C -2.83 2.28 0.75
Si -1.08 1.57 1.10
C -0.17 3.15 1.83
C -0.95 4.24 2.27
C -0.41 5.34 2.91
C 0.96 5.38 3.18
C 1.76 4.36 2.72
C 1.23 3.28 2.01
P 2.33 1.96 1.36
C 3.31 1.59 2.87
C 2.62 1.41 4.08
C 3.26 0.94 5.21
C 4.62 0.62 5.15
C 5.31 0.79 3.96
C 4.66 1.26 2.83
C 3.61 2.77 0.30
C 3.82 2.11 -0.91
C 4.83 2.50 -1.78
C 5.64 3.58 -1.46
C 5.42 4.27 -0.27
C 4.43 3.86 0.61
C -1.65 0.61 2.71
C -1.96 1.37 3.84
C -2.67 0.86 4.92
C -3.14 -0.44 4.87
C -2.82 -1.23 3.78
C -2.04 -0.75 2.72
P -1.48 -2.01 1.47
C -0.70 -3.30 2.57
C -0.14 -4.39 1.89
C 0.56 -5.39 2.55
C 0.73 -5.31 3.92
C 0.22 -4.23 4.61
C -0.48 -3.23 3.95
C -3.12 -2.85 1.19
C -3.26 -4.24 1.06
C -4.50 -4.82 0.83
C -5.63 -4.03 0.71
C -5.51 -2.65 0.82
C -4.27 -2.07 1.05
H -3.24 2.84 1.59
H -3.51 1.45 0.55
H -2.83 2.92 -0.14
H -2.01 4.23 2.11
H -1.05 6.15 3.23
H 1.38 6.22 3.72
H 2.81 4.38 2.96
H 1.55 1.63 4.12
H 2.71 0.80 6.13
H 5.12 0.23 6.03
H 6.36 0.54 3.91
H 5.21 1.37 1.90
H 3.18 1.28 -1.17
H 4.99 1.96 -2.70
H 6.43 3.89 -2.13
H 6.04 5.12 -0.02
H 4.32 4.40 1.54
H -1.64 2.41 3.88
H -2.87 1.49 5.78
H -3.73 -0.84 5.68
H -3.18 -2.26 3.76
H -0.23 -4.44 0.81
H 0.99 -6.21 1.99
H 1.29 -6.08 4.45
H 0.37 -4.14 5.68
H -0.84 -2.38 4.51
H -2.39 -4.88 1.16
H -4.58 -5.89 0.75
H -6.60 -4.48 0.54
H -6.39 -2.02 0.73
H -4.18 -1.00 1.14
Cl 1.43 -0.86 2.12
C 2.03 -1.52 0.65
C 1.61 -0.95 -0.57
C 2.40 -1.40 -1.66
Cl 2.29 -0.65 -3.21
C 3.37 -2.40 -1.57
Cl 4.21 -2.95 -2.97
C 3.67 -2.97 -0.34
Cl 4.87 -4.20 -0.20
C 3.03 -2.48 0.79
Cl 3.53 -3.03 2.35
N -1.42 0.94 -10.91
C -1.33 0.81 -9.77
C -1.22 0.65 -8.34
C -0.52 -0.44 -7.82
C -0.39 -0.58 -6.45
C -0.95 0.35 -5.56
C -1.66 1.42 -6.11
C -1.79 1.57 -7.48
C -0.73 0.22 -4.11
C -1.00 -1.05 -3.52
C -1.64 -2.15 -4.11
C -1.57 -3.21 -3.20
C -0.92 -2.74 -2.08
N -0.57 -1.43 -2.25
C -0.16 1.33 -3.44
C 0.31 2.53 -4.01
C 0.87 3.30 -2.98
C 0.76 2.58 -1.82
N 0.15 1.37 -2.08
H -0.05 -1.15 -8.49
H 0.19 -1.41 -6.04
H -2.12 2.13 -5.44
H -2.34 2.41 -7.89
H -2.12 -2.16 -5.08
H -1.94 -4.22 -3.34
H -0.66 -3.26 -1.17
H 0.28 2.78 -5.06
H 1.32 4.28 -3.08
H 1.07 2.86 -0.83
Cl -4.61 -0.22 -3.65
C -4.26 -0.60 -1.95
C -2.95 0.03 -1.48
O -2.53 1.06 -1.98
O -2.31 -0.60 -0.56
H -4.22 -1.67 -1.83
H -5.08 -0.19 -1.36
```

Values from the calculation:
LUMO (spin up / spin down)	1.7161 / 1.6446	eV
E_tot	-7248.0387	hartree
HOMO level (spin up / spin down)	-3.5681 / -5.2663	eV
spin multiplicity	2
net charge	-1
expectation value of S²	0.80


DFT (the ωB97M-V functional and the def2-TZVPD basis) results for C61H45N11O3RuS2 as an isolated structure.

Structure (XYZ):
```
123
Properties=species:S:1:pos:R:3
Ru -0.88 -1.24 0.94
O -0.22 -1.26 -0.81
C 0.82 -1.93 -1.47
C 1.89 -2.44 -0.48
C 1.50 -3.40 0.62
C 2.36 -4.44 0.96
C 2.04 -5.27 2.01
C 0.87 -5.04 2.71
C 0.05 -3.98 2.34
C -1.22 -3.68 3.08
C -1.33 -2.30 3.74
O -1.46 -1.28 2.78
C -0.14 -1.94 4.64
C 0.05 -0.59 4.96
C 1.07 -0.20 5.81
C 1.92 -1.15 6.36
C 1.74 -2.49 6.06
C 0.70 -2.88 5.21
C -2.60 -2.33 4.60
C -2.68 -3.13 5.74
C -3.83 -3.16 6.51
C -4.94 -2.39 6.15
C -4.87 -1.60 5.01
C -3.71 -1.57 4.24
N 0.38 -3.19 1.31
C 0.18 -3.03 -2.31
C -0.81 -2.64 -3.21
C -1.46 -3.57 -4.00
C -1.13 -4.92 -3.90
C -0.15 -5.32 -3.00
C 0.50 -4.38 -2.21
C 1.55 -0.91 -2.36
C 2.20 -1.29 -3.53
C 2.92 -0.35 -4.26
C 3.00 0.97 -3.83
C 2.37 1.35 -2.66
C 1.65 0.41 -1.93
H 2.28 -1.54 0.00
H 2.71 -2.87 -1.05
H 3.27 -4.58 0.39
H 2.69 -6.09 2.29
H 0.57 -5.68 3.53
H -1.41 -4.47 3.80
H -2.05 -3.69 2.36
H -0.61 0.14 4.52
H 1.20 0.85 6.05
H 2.73 -0.85 7.02
H 2.39 -3.24 6.48
H 0.57 -3.93 4.99
H -1.82 -3.72 6.05
H -3.87 -3.78 7.40
H -5.84 -2.42 6.75
H -5.72 -1.00 4.72
H -3.65 -0.95 3.36
H -1.07 -1.59 -3.28
H -2.22 -3.25 -4.70
H -1.63 -5.66 -4.52
H 0.11 -6.37 -2.92
H 1.26 -4.71 -1.52
H 2.14 -2.31 -3.87
H 3.41 -0.65 -5.18
H 3.56 1.70 -4.40
H 2.44 2.37 -2.30
H 1.15 0.70 -1.01
C 3.16 2.59 2.34
N 2.39 1.34 2.24
C 1.29 1.08 1.55
N 1.00 -0.21 1.64
C 2.00 -0.70 2.43
N 2.86 0.21 2.82
C 4.07 2.82 1.16
C 5.41 2.46 1.32
C 6.30 2.68 0.25
C 5.87 3.24 -0.92
C 4.50 3.62 -1.10
C 3.61 3.38 -0.02
C 4.12 4.27 -2.28
N 4.89 4.78 -3.25
N 4.06 5.40 -4.12
C 2.84 5.25 -3.69
O 2.79 4.53 -2.52
C 1.61 5.71 -4.25
C 1.57 6.70 -5.25
C 0.35 7.14 -5.74
C -0.85 6.60 -5.26
C -0.81 5.62 -4.28
C -2.10 5.04 -3.75
N -1.88 3.86 -2.93
C -1.33 3.78 -1.71
N -1.19 2.53 -1.34
C -1.69 1.86 -2.42
N -2.12 2.62 -3.40
C 0.40 5.18 -3.79
H 3.76 2.46 3.23
H 2.46 3.41 2.49
H 0.73 1.82 0.99
H 2.08 -1.73 2.74
H 5.75 2.01 2.24
H 7.34 2.40 0.35
H 6.56 3.43 -1.74
H 2.57 3.68 -0.12
H 2.51 7.12 -5.61
H 0.33 7.91 -6.50
H -1.80 6.94 -5.66
H -2.74 4.73 -4.58
H -2.65 5.78 -3.17
H -1.04 4.65 -1.14
H -1.73 0.78 -2.47
H 0.45 4.40 -3.05
S -2.79 -2.55 0.02
C -4.06 -1.48 -0.33
C -5.11 -1.98 -1.15
C -6.20 -1.23 -1.48
C -7.25 -1.81 -2.29
N -8.08 -2.28 -2.92
C -6.31 0.11 -1.01
C -5.33 0.63 -0.22
C -4.18 -0.13 0.14
S -3.03 0.58 1.15
C -7.45 0.93 -1.37
N -8.35 1.58 -1.66
H -5.05 -3.00 -1.51
H -5.41 1.64 0.14
```

Values from the calculation:
LUMO (spin up / spin down)	1.7019 / -0.5900	eV
E_tot	-4070.8885	hartree
HOMO level (spin up / spin down)	-1.8462 / -5.0153	eV
spin multiplicity	6
net charge	-1
expectation value of S²	8.84


The calculation returns the following maximum force values, one per record and in order: 1.3 1.2 1.3 0.6 eV Å⁻¹.